1.
Computed, not measured: a gas-phase ion, C9H13N2 (charge +1) at a distorted geometry, with ωB97M-V/def2-TZVPD.

Geometry (Å):
C -2.22 2.16 -1.63
C -1.86 2.76 -0.41
C -1.66 0.93 -1.98
C -0.92 2.13 0.46
C -0.83 0.36 -1.09
C -0.44 0.90 0.08
C -0.13 -1.02 -1.40
C 0.64 -0.88 1.08
C 1.72 -0.38 1.95
N -0.22 -1.91 1.44
N 1.02 -1.10 -0.38
H -2.93 2.58 -2.31
H -2.49 3.52 -0.07
H -2.11 0.57 -2.95
H -0.52 2.54 1.31
H -0.72 -1.92 -1.47
H 0.34 -0.90 -2.37
H 2.74 -0.54 1.46
H 1.77 -1.00 2.82
H 1.67 0.67 2.28
H -0.70 -2.19 0.61
H -0.69 -1.94 2.31
H 1.68 -1.96 -0.57
H 1.64 -0.18 -0.59

Computed properties:
LUMO: -3.37 eV
charge: +1


2.
Computed, not measured: 2 unconnected molecules or ions with the total composition CH3F3Si at a distorted geometry, with ωB97M-V/def2-TZVPD.

Geometry (Å):
C -3.39 -0.03 0.14
F -3.93 0.83 1.03
F -3.98 -1.23 0.36
F -3.65 0.46 -1.17
Si 0.22 -0.05 -0.08
H 0.91 -0.86 -1.14
H -2.31 0.19 0.47
H 1.62 0.41 0.56

Computed properties:
LUMO: -1.53 eV
charge: 0


3.
Computed, not measured: C4H6O in the gas phase at a distorted geometry, with ωB97M-V/def2-TZVPD.

Geometry (Å):
C 0.80 0.70 0.84
C -0.58 0.35 0.29
C -0.59 -0.21 -1.10
O 0.53 -1.04 -0.89
C 0.37 -0.71 0.70
H 0.71 1.25 1.78
H 1.66 0.98 0.24
H -1.45 0.75 0.81
H -0.40 0.47 -1.92
H -1.52 -0.77 -1.29
H 0.46 -1.77 0.55

Computed properties:
LUMO: 1.16 eV
SMILES: C1O[C@H]2C[C@@H]12
charge: 0


4.
Computed, not measured: 2 unconnected molecules or ions with the total composition C13H13NO4 at a distorted geometry, with ωB97M-V/def2-TZVPD.

Geometry (Å):
O 5.12 1.72 0.82
C 4.61 0.72 0.39
N 3.63 0.22 1.07
H 3.12 0.53 1.89
C 2.84 -1.12 0.25
C 1.42 -0.60 -0.16
O 0.85 -1.21 -0.96
O 0.97 0.60 0.26
C -0.38 0.96 -0.07
H -0.46 1.89 0.43
C -1.37 0.12 0.65
O -1.00 -0.88 1.21
C -2.72 -0.07 0.20
C -3.22 1.28 -0.37
C -4.60 1.28 -0.78
C -5.54 0.29 -0.08
C -4.95 -0.92 0.57
C -3.67 -0.92 0.85
H -3.13 -1.60 1.26
H -5.69 -1.48 0.99
H -6.57 0.40 -0.50
H -5.09 2.24 -1.06
H -2.58 2.08 -0.71
H -0.50 0.99 -0.89
C 3.83 -1.17 -0.91
H 3.41 -1.66 -1.58
H 4.47 -2.33 -0.30
C 4.69 0.09 -0.92
H 5.63 -0.30 -0.96
H 4.30 0.49 -1.64
H 2.59 -1.66 1.03

Computed properties:
LUMO: -0.70 eV
charge: 0


5.
Computed, not measured: 13 unconnected molecules or ions with the total composition C52H78O39 at a distorted geometry, with ωB97M-V/def2-TZVPD.

Geometry (Å):
C -8.94 0.75 23.69
C -10.03 0.46 24.68
C -9.62 -0.41 25.84
O -10.33 0.10 26.92
C -10.70 1.33 26.56
O -11.16 2.13 27.38
O -10.53 1.60 25.29
H -8.47 -0.16 23.35
H -8.10 1.21 24.21
H -9.28 1.37 22.86
H -10.87 -0.02 24.18
H -8.54 -0.43 25.91
H -9.95 -1.43 25.64
C -19.85 -3.63 11.54
C -19.06 -4.33 12.66
C -19.22 -5.81 12.76
O -17.94 -6.26 13.08
C -17.04 -5.31 12.83
O -15.86 -5.59 12.85
O -17.67 -4.18 12.52
H -20.92 -3.81 11.66
H -19.64 -3.82 10.49
H -19.83 -2.55 11.70
H -19.38 -3.95 13.62
H -19.60 -6.20 11.82
H -19.94 -5.97 13.56
C -17.40 -12.63 19.30
C -18.65 -11.98 18.78
C -19.80 -12.31 19.78
O -20.18 -11.00 20.13
C -19.51 -10.05 19.39
O -19.73 -8.88 19.35
O -18.44 -10.59 18.87
H -17.52 -13.71 19.37
H -17.09 -12.17 20.24
H -16.64 -12.45 18.54
H -18.86 -12.19 17.74
H -19.72 -12.89 20.70
H -20.60 -12.74 19.17
C -9.39 -10.89 15.26
C -8.29 -9.88 14.83
C -6.84 -10.30 15.06
O -6.36 -10.33 13.70
C -7.33 -10.12 12.80
O -7.28 -10.54 11.66
O -8.44 -9.71 13.42
H -9.48 -10.90 16.34
H -9.09 -11.92 15.08
H -10.36 -10.73 14.78
H -8.43 -8.92 15.33
H -6.71 -11.26 15.56
H -6.33 -9.50 15.60
C -12.92 -4.81 31.86
C -12.30 -4.40 33.22
C -10.75 -4.20 33.17
O -10.65 -2.97 33.85
C -11.84 -2.36 34.00
O -12.01 -1.22 34.40
O -12.82 -3.11 33.51
H -12.34 -5.56 31.32
H -13.04 -3.93 31.23
H -13.91 -5.18 32.11
H -12.63 -5.16 33.94
H -10.47 -4.27 32.12
H -10.35 -5.03 33.76
C -5.62 -9.41 27.95
C -5.53 -8.83 29.37
C -4.29 -9.12 30.18
O -3.80 -7.84 30.55
C -4.47 -6.92 29.84
O -4.24 -5.69 29.95
O -5.46 -7.44 29.11
H -4.77 -9.10 27.34
H -6.54 -9.18 27.41
H -5.39 -10.48 27.90
H -6.44 -9.08 29.92
H -3.54 -9.63 29.57
H -4.52 -9.69 31.08
C -13.44 -4.72 20.27
C -12.79 -6.13 20.34
C -11.39 -6.21 20.72
O -11.30 -7.05 21.86
C -12.52 -7.27 22.30
O -12.84 -7.81 23.40
O -13.41 -6.72 21.42
H -12.98 -4.11 19.49
H -13.43 -4.32 21.29
H -14.49 -4.83 19.98
H -12.94 -6.70 19.43
H -10.95 -5.24 20.95
H -10.79 -6.76 19.99
C -15.23 3.01 14.38
C -14.89 4.38 14.91
C -15.75 4.95 15.98
O -14.84 5.36 16.96
C -13.63 4.89 16.69
O -12.68 4.89 17.45
O -13.63 4.30 15.49
H -14.51 2.64 13.65
H -16.24 2.99 13.97
H -15.14 2.21 15.12
H -14.74 5.03 14.05
H -16.32 4.09 16.31
H -16.35 5.75 15.56
C -8.79 -15.14 21.83
C -8.59 -16.15 20.70
C -8.12 -17.51 21.10
O -8.88 -18.38 20.22
C -9.99 -17.75 19.88
O -10.89 -18.27 19.25
O -9.91 -16.47 20.32
H -7.90 -14.93 22.41
H -9.47 -15.46 22.62
H -9.05 -14.18 21.38
H -8.04 -15.88 19.80
H -8.25 -17.75 22.15
H -7.06 -17.56 20.87
C -19.74 -7.72 27.05
C -19.47 -6.89 25.85
C -20.58 -5.92 25.39
O -19.90 -4.75 25.26
C -18.67 -4.84 25.76
O -17.86 -3.93 25.86
O -18.41 -5.96 26.12
H -20.47 -8.51 26.86
H -20.04 -7.05 27.85
H -18.81 -8.11 27.48
H -19.18 -7.51 25.00
H -21.40 -5.94 26.11
H -21.15 -6.27 24.54
C -8.35 -2.54 11.48
C -7.90 -1.66 12.70
C -9.00 -1.09 13.61
O -8.60 -1.49 14.85
C -7.56 -2.32 14.84
O -7.07 -2.90 15.81
O -7.28 -2.59 13.56
H -7.65 -3.35 11.29
H -8.63 -2.00 10.58
H -9.29 -3.02 11.74
H -7.19 -0.87 12.44
H -9.95 -1.54 13.32
H -9.12 -0.01 13.61
C -11.32 -12.19 31.73
C -11.30 -12.07 33.20
C -10.63 -13.27 33.86
O -9.63 -12.63 34.71
C -9.62 -11.30 34.54
O -9.04 -10.48 35.23
O -10.43 -10.99 33.51
H -10.34 -12.56 31.41
H -11.60 -11.24 31.29
H -12.14 -12.87 31.50
H -12.29 -11.83 33.59
H -10.04 -13.89 33.18
H -11.34 -13.86 34.43
C -22.72 -0.67 18.72
C -24.08 -1.29 18.46
C -25.31 -0.36 18.28
O -25.90 -0.92 17.14
C -25.06 -1.81 16.54
O -25.44 -2.47 15.55
O -23.90 -1.95 17.19
H -22.67 -0.28 19.73
H -22.33 0.10 18.05
H -21.92 -1.41 18.78
H -24.31 -2.07 19.19
H -25.14 0.69 18.06
H -25.98 -0.66 19.08

Computed properties:
LUMO: -0.06 eV
charge: 0


6.
Computed, not measured: C11H13Cl2F8NO3 in the gas phase at a distorted geometry, with ωB97M-V/def2-TZVPD.

Geometry (Å):
C 3.61 -2.67 0.58
C 2.82 -2.39 -0.83
Cl 1.42 -3.61 -1.01
C 2.33 -0.80 -1.00
Cl 3.63 0.02 -2.04
O 2.05 -0.15 0.29
C 2.23 1.33 0.18
O 3.17 1.85 1.02
N 1.43 2.15 -0.81
C 0.72 3.32 -0.16
C -0.23 2.90 1.13
O -0.95 1.68 0.74
C -2.23 1.98 0.07
C -2.48 0.80 -1.04
F -3.52 1.33 -2.00
F -1.25 0.61 -1.88
C -3.09 -0.60 -0.45
F -4.46 -0.34 0.11
F -3.13 -1.55 -1.62
C -2.21 -1.29 0.76
F -2.50 -0.53 2.03
F -0.75 -1.29 0.42
C -2.60 -2.85 1.08
F -3.94 -3.27 0.62
F -1.51 -3.74 0.53
H 4.56 -3.37 0.44
H 2.89 -3.25 1.31
H 4.00 -1.70 1.12
H 3.57 -2.59 -1.73
H 1.31 -0.87 -1.62
H 2.09 2.51 -1.56
H 1.43 4.23 0.09
H -0.04 3.73 -0.99
H -0.98 3.74 1.45
H 0.42 2.62 2.10
H -3.09 1.99 0.87
H -2.23 3.04 -0.46
H -2.51 -2.97 2.27

Computed properties:
LUMO: -0.06 eV
SMILES: C[C@@H](Cl)[C@H](Cl)OC(=O)NCCOCC(F)(F)C(F)(F)C(F)(F)C(F)F
charge: 0


Energy relative to the best compared isomer or geometry (same formula, charge and spin) list, top to bottom, in eV: 3.565 9.180 3.694 12.341 9.305 8.748
HOMO level list, top to bottom, in eV: -12.454 -9.369 -9.430 -9.339 -10.255 -10.163